(1)
The following is a quantum chemistry calculation of C12H24FO12Tl as an isolated structure, from OMol25.

Each line ends with the Löwdin charge.
Positions of all 50 atoms, in Å:
Tl  2.013  -3.096  0.827  1.184
F  -0.415  -1.756  0.271  -0.322
O  2.655  -0.276  0.114  0.037
O  2.087  -2.271  -2.071  0.050
O  0.791  -0.654  5.215  0.076
O  0.699  -2.141  -3.861  0.104
O  -5.615  2.528  0.050  0.042
O  -3.804  1.332  -0.225  0.052
O  1.841  1.615  -0.925  0.012
O  -5.823  0.209  0.130  0.189
O  3.878  1.679  0.064  0.005
O  0.935  -1.401  3.109  0.061
O  2.801  -2.127  -4.160  0.068
O  0.043  0.626  3.686  0.079
C  1.666  -1.627  5.676  -0.031
C  1.778  -2.141  -3.250  -0.593
C  4.034  3.038  -0.358  0.002
C  -3.098  0.167  -0.447  -0.033
C  -6.910  2.762  0.466  -0.046
C  -0.607  -2.174  -3.195  0.071
C  -0.172  0.977  2.349  -0.034
C  0.657  1.013  -1.347  -0.035
C  4.081  -2.499  -3.824  -0.052
C  2.777  0.902  -0.254  -0.455
C  0.518  -0.604  3.946  -0.522
C  -5.102  1.238  -0.040  -0.440
H  -2.046  0.438  -0.532  0.063
H  -6.993  2.455  1.508  0.116
H  -7.089  3.835  0.534  0.113
H  3.244  3.530  0.210  0.104
H  -7.713  2.419  -0.187  0.122
H  -1.418  -2.110  -3.921  0.119
H  -0.773  0.244  1.810  0.083
H  -0.629  -3.016  -2.503  0.111
H  -0.728  1.913  2.308  0.115
H  3.852  3.063  -1.432  0.108
H  2.740  -1.450  5.628  0.117
H  4.992  3.466  -0.062  0.114
H  0.908  0.218  -2.049  0.087
H  0.269  1.801  -1.993  0.122
H  1.592  -1.647  6.763  0.112
H  4.156  -3.522  -3.454  0.110
H  1.303  -2.596  5.333  0.110
H  -3.271  -0.368  0.487  0.121
H  4.459  -1.921  -2.981  0.105
H  -3.382  -0.345  -1.366  0.123
H  0.744  1.246  1.823  0.098
H  4.858  -2.516  -4.587  0.119
H  -0.606  -1.256  -2.608  0.073
H  -0.177  0.801  -0.677  0.066

The total energy is -44787.7783 eV. The energy above the lowest of the compared OMol25 structures with the same formula, charge and spin is 19.9 kcal/mol. The gap between HOMO and LUMO comes out at 2.005 eV. As for the spin multiplicity: 1. Its charge is +2.



(2)
The following is a quantum chemistry calculation of a 3-piece molecular cluster, C3H13NO2 overall, from OMol25.

Each line ends with the Löwdin charge.
Positions of all 19 atoms, in Å:
O  1.934  -1.815  1.587  -0.069
O  -1.945  -1.158  1.876  -0.060
N  0.004  0.288  -0.461  -0.357
C  1.129  0.457  -1.369  -0.114
C  0.048  1.172  0.696  -0.104
C  -1.255  0.396  -1.230  -0.095
H  0.851  0.837  1.357  0.073
H  -1.275  -0.918  1.223  -0.013
H  -1.341  -0.529  -1.802  0.083
H  1.986  -2.222  0.698  0.048
H  1.566  -0.943  1.370  -0.012
H  1.048  -0.270  -2.171  0.084
H  0.377  2.162  0.337  0.091
H  2.056  0.353  -0.808  0.080
H  -2.073  0.437  -0.514  0.076
H  -0.883  1.134  1.248  0.080
H  1.122  1.470  -1.795  0.084
H  -2.102  -2.091  1.681  0.045
H  -1.246  1.241  -1.922  0.081

The total energy is -8906.2911 eV. The energy above the lowest of the compared OMol25 structures with the same formula, charge and spin is 26.2 kcal/mol. The gap between HOMO and LUMO comes out at 9.768 eV. As for the spin multiplicity: 1.



(3)
The following is a quantum chemistry calculation of a 2-piece molecular cluster, C8H20ClNO overall, from OMol25.

Each line ends with the Löwdin charge.
Positions of all 31 atoms, in Å:
Cl  25.395  63.378  43.909  -0.678
O  29.293  62.250  41.289  -0.156
N  27.540  65.461  40.619  -0.268
C  29.206  61.190  42.135  -0.142
C  26.216  64.958  40.404  -0.033
C  27.790  66.448  39.634  -0.191
C  28.267  63.226  41.509  -0.242
C  29.276  67.164  39.573  -0.008
C  26.857  67.442  42.181  -0.083
C  27.674  66.155  42.022  -0.120
C  28.565  64.373  40.665  -0.120
H  29.391  67.624  40.627  0.088
H  27.196  68.240  41.710  -0.005
H  28.231  60.637  42.091  0.113
H  29.575  64.565  40.843  0.125
H  27.992  63.506  42.520  0.079
H  28.729  63.965  39.669  0.152
H  28.758  66.481  42.161  0.145
H  26.896  66.991  39.559  0.088
H  25.833  64.213  41.061  0.064
H  27.566  66.010  38.448  0.203
H  29.227  61.618  43.094  0.065
H  27.298  65.492  42.803  0.085
H  30.017  66.467  39.355  0.034
H  29.396  68.011  38.844  0.092
H  27.269  62.850  41.341  0.100
H  25.668  67.455  42.002  0.137
H  25.419  65.656  40.353  0.104
H  30.146  60.522  42.119  0.123
H  26.050  64.628  39.407  0.110
H  26.741  67.780  43.320  0.140

The total energy is -24675.4225 eV. The energy above the lowest of the compared OMol25 structures with the same formula, charge and spin is 70.0 kcal/mol. The gap between HOMO and LUMO comes out at 7.096 eV. As for the spin multiplicity: 1.



What did the first record say?
The following is a quantum chemistry calculation of C12H24FO12Tl as an isolated structure, from OMol25.

Each line ends with the Löwdin charge.
Positions of all 50 atoms, in Å:
Tl  2.013  -3.096  0.827  1.184
F  -0.415  -1.756  0.271  -0.322
O  2.655  -0.276  0.114  0.037
O  2.087  -2.271  -2.071  0.050
O  0.791  -0.654  5.215  0.076
O  0.699  -2.141  -3.861  0.104
O  -5.615  2.528  0.050  0.042
O  -3.804  1.332  -0.225  0.052
O  1.841  1.615  -0.925  0.012
O  -5.823  0.209  0.130  0.189
O  3.878  1.679  0.064  0.005
O  0.935  -1.401  3.109  0.061
O  2.801  -2.127  -4.160  0.068
O  0.043  0.626  3.686  0.079
C  1.666  -1.627  5.676  -0.031
C  1.778  -2.141  -3.250  -0.593
C  4.034  3.038  -0.358  0.002
C  -3.098  0.167  -0.447  -0.033
C  -6.910  2.762  0.466  -0.046
C  -0.607  -2.174  -3.195  0.071
C  -0.172  0.977  2.349  -0.034
C  0.657  1.013  -1.347  -0.035
C  4.081  -2.499  -3.824  -0.052
C  2.777  0.902  -0.254  -0.455
C  0.518  -0.604  3.946  -0.522
C  -5.102  1.238  -0.040  -0.440
H  -2.046  0.438  -0.532  0.063
H  -6.993  2.455  1.508  0.116
H  -7.089  3.835  0.534  0.113
H  3.244  3.530  0.210  0.104
H  -7.713  2.419  -0.187  0.122
H  -1.418  -2.110  -3.921  0.119
H  -0.773  0.244  1.810  0.083
H  -0.629  -3.016  -2.503  0.111
H  -0.728  1.913  2.308  0.115
H  3.852  3.063  -1.432  0.108
H  2.740  -1.450  5.628  0.117
H  4.992  3.466  -0.062  0.114
H  0.908  0.218  -2.049  0.087
H  0.269  1.801  -1.993  0.122
H  1.592  -1.647  6.763  0.112
H  4.156  -3.522  -3.454  0.110
H  1.303  -2.596  5.333  0.110
H  -3.271  -0.368  0.487  0.121
H  4.459  -1.921  -2.981  0.105
H  -3.382  -0.345  -1.366  0.123
H  0.744  1.246  1.823  0.098
H  4.858  -2.516  -4.587  0.119
H  -0.606  -1.256  -2.608  0.073
H  -0.177  0.801  -0.677  0.066

The total energy is -44787.7783 eV. The energy above the lowest of the compared OMol25 structures with the same formula, charge and spin is 19.9 kcal/mol. The gap between HOMO and LUMO comes out at 2.005 eV. As for the spin multiplicity: 1. Its charge is +2.



> Which value of total energy does entry 2 give?

-8906.2911 eV



> The highest energy above the lowest of the compared OMol25 structures with the same formula, charge and spin belongs to which entry?

C8H20ClNO



Repeat the first record exactly.
The following is a quantum chemistry calculation of C12H24FO12Tl as an isolated structure, from OMol25.

Each line ends with the Löwdin charge.
Positions of all 50 atoms, in Å:
Tl  2.013  -3.096  0.827  1.184
F  -0.415  -1.756  0.271  -0.322
O  2.655  -0.276  0.114  0.037
O  2.087  -2.271  -2.071  0.050
O  0.791  -0.654  5.215  0.076
O  0.699  -2.141  -3.861  0.104
O  -5.615  2.528  0.050  0.042
O  -3.804  1.332  -0.225  0.052
O  1.841  1.615  -0.925  0.012
O  -5.823  0.209  0.130  0.189
O  3.878  1.679  0.064  0.005
O  0.935  -1.401  3.109  0.061
O  2.801  -2.127  -4.160  0.068
O  0.043  0.626  3.686  0.079
C  1.666  -1.627  5.676  -0.031
C  1.778  -2.141  -3.250  -0.593
C  4.034  3.038  -0.358  0.002
C  -3.098  0.167  -0.447  -0.033
C  -6.910  2.762  0.466  -0.046
C  -0.607  -2.174  -3.195  0.071
C  -0.172  0.977  2.349  -0.034
C  0.657  1.013  -1.347  -0.035
C  4.081  -2.499  -3.824  -0.052
C  2.777  0.902  -0.254  -0.455
C  0.518  -0.604  3.946  -0.522
C  -5.102  1.238  -0.040  -0.440
H  -2.046  0.438  -0.532  0.063
H  -6.993  2.455  1.508  0.116
H  -7.089  3.835  0.534  0.113
H  3.244  3.530  0.210  0.104
H  -7.713  2.419  -0.187  0.122
H  -1.418  -2.110  -3.921  0.119
H  -0.773  0.244  1.810  0.083
H  -0.629  -3.016  -2.503  0.111
H  -0.728  1.913  2.308  0.115
H  3.852  3.063  -1.432  0.108
H  2.740  -1.450  5.628  0.117
H  4.992  3.466  -0.062  0.114
H  0.908  0.218  -2.049  0.087
H  0.269  1.801  -1.993  0.122
H  1.592  -1.647  6.763  0.112
H  4.156  -3.522  -3.454  0.110
H  1.303  -2.596  5.333  0.110
H  -3.271  -0.368  0.487  0.121
H  4.459  -1.921  -2.981  0.105
H  -3.382  -0.345  -1.366  0.123
H  0.744  1.246  1.823  0.098
H  4.858  -2.516  -4.587  0.119
H  -0.606  -1.256  -2.608  0.073
H  -0.177  0.801  -0.677  0.066

The total energy is -44787.7783 eV. The energy above the lowest of the compared OMol25 structures with the same formula, charge and spin is 19.9 kcal/mol. The gap between HOMO and LUMO comes out at 2.005 eV. As for the spin multiplicity: 1. Its charge is +2.